Entry 1:
This record from the Open Molecules 2025 dataset describes an isolated ion of composition C10H15N2O2 and charge +1 in a non-equilibrium geometry. The level of theory is ωB97M-V/def2-TZVPD.

The max |F| is 4.1 eV Å⁻¹. The calculation puts the HOMO energy at -0.47341 hartree. Its SMILES is CC(C)=C1C(=O)N=C2C[C@]2([NH3+])[C@]1(C)O. The calculated total energy is -17677.0636 eV.

```
! wB97M-V def2-TZVPD RIJCOSX def2/J DEFGRID3
* xyz 1 1
C -2.670 -0.794 -0.684
C -1.981 0.506 -0.419
C -2.934 1.604 -0.493
C -0.724 0.800 -0.120
C -0.144 2.197 0.124
O -0.223 2.888 1.099
N 0.725 2.492 -1.016
C 1.723 1.765 -0.852
C 2.742 0.863 -1.246
C 1.901 0.550 -0.003
N 2.879 0.549 1.187
C 0.664 -0.341 -0.054
C 0.451 -1.164 1.155
O 0.737 -1.137 -1.162
H -3.195 -1.152 0.232
H -3.323 -0.609 -1.489
H -1.957 -1.506 -1.014
H -2.416 2.540 -0.490
H -3.386 1.486 -1.375
H -3.690 1.543 0.305
H 2.629 0.233 -2.172
H 3.762 1.111 -1.019
H 2.427 0.787 2.153
H 3.694 1.135 0.999
H 3.312 -0.424 1.034
H 1.275 -1.817 1.228
H -0.468 -1.720 1.113
H 0.319 -0.601 2.089
H -0.061 -1.558 -1.247
*
```

***

Entry 2:
This record from the Open Molecules 2025 dataset describes a 8-piece molecular cluster, C39H101N7O13 overall in a non-equilibrium geometry. The level of theory is ωB97M-V/def2-TZVPD.

The max |F| is 2.3 eV Å⁻¹. The calculation puts the HOMO energy at -0.30184 hartree. Its SMILES is COC[C@H](C)N.COC[C@H](C)N.COCCNCCOC.COCCNCCOC.COCCNCCOC.COCCNCCOC.COCCNCCOC.CO. The calculated total energy is -79119.2987 eV.

```
! wB97M-V def2-TZVPD RIJCOSX def2/J DEFGRID3
* xyz 0 1
C -7.105 -1.232 4.899
O -6.089 -0.328 4.631
C -5.211 -0.780 3.644
C -4.134 0.224 3.285
C -4.706 1.465 2.636
N -3.274 -0.546 2.386
H -6.749 -2.147 5.392
H -7.611 -1.462 3.949
H -7.869 -0.828 5.564
H -4.723 -1.716 3.940
H -5.769 -0.993 2.712
H -3.649 0.420 4.243
H -5.354 1.189 1.797
H -3.927 2.128 2.283
H -5.358 1.996 3.339
H -3.533 -0.364 1.403
H -2.326 -0.151 2.297
C -0.017 -2.367 3.849
O 0.635 -3.584 3.625
C 0.015 -4.750 4.162
C 0.716 -5.937 3.524
C 0.863 -5.811 2.019
N -0.032 -7.168 3.818
H -1.088 -2.462 3.631
H 0.320 -1.602 3.144
H 0.219 -2.034 4.867
H 0.116 -4.718 5.256
H -1.043 -4.790 3.862
H 1.755 -5.967 3.897
H 1.547 -5.032 1.701
H -0.145 -5.736 1.611
H 1.368 -6.725 1.683
H 0.367 -7.911 3.252
H 0.072 -7.441 4.789
C -5.596 -0.955 -4.112
O -5.753 -1.298 -2.753
C -5.358 -0.245 -1.900
C -3.876 -0.229 -1.652
N -3.384 -1.219 -0.703
C -3.673 -2.617 -0.982
C -2.760 -3.203 -2.030
O -3.214 -4.410 -2.660
C -4.274 -4.285 -3.591
H -6.252 -0.116 -4.356
H -5.912 -1.808 -4.711
H -4.540 -0.768 -4.315
H -5.913 -0.369 -0.965
H -5.679 0.738 -2.273
H -3.574 0.795 -1.402
H -3.337 -0.343 -2.616
H -2.369 -1.113 -0.666
H -4.731 -2.838 -1.120
H -3.531 -3.115 -0.011
H -1.800 -3.575 -1.651
H -2.516 -2.432 -2.785
H -4.014 -3.501 -4.315
H -5.273 -4.142 -3.180
H -4.206 -5.228 -4.137
C 7.646 0.952 1.231
O 7.186 0.321 0.076
C 7.182 1.199 -1.041
C 6.094 0.838 -1.981
N 4.777 0.988 -1.426
C 3.757 0.728 -2.478
C 2.376 0.348 -1.901
O 1.421 0.260 -2.936
C 1.562 -0.827 -3.826
H 7.068 1.861 1.425
H 8.712 1.207 1.207
H 7.499 0.263 2.062
H 8.105 0.993 -1.612
H 7.173 2.268 -0.810
H 6.199 -0.249 -2.183
H 6.139 1.303 -2.964
H 4.678 0.550 -0.516
H 4.197 -0.163 -2.966
H 3.677 1.572 -3.162
H 2.082 1.142 -1.213
H 2.505 -0.565 -1.315
H 2.522 -0.775 -4.338
H 0.839 -0.589 -4.615
H 1.300 -1.832 -3.490
C -6.522 7.711 0.360
O -6.276 6.499 1.048
C -5.546 6.665 2.240
C -5.055 5.311 2.645
N -3.952 4.797 1.825
C -4.243 4.498 0.420
C -3.224 3.605 -0.253
O -2.003 4.279 -0.507
C -0.979 3.936 0.410
H -7.193 7.479 -0.464
H -5.604 8.219 0.038
H -7.072 8.419 1.008
H -6.233 7.007 3.030
H -4.787 7.440 2.104
H -5.857 4.555 2.576
H -4.737 5.298 3.688
H -3.650 3.948 2.283
H -4.310 5.434 -0.141
H -5.279 4.096 0.351
H -3.665 3.244 -1.190
H -3.083 2.673 0.318
H -0.159 4.647 0.307
H -0.608 2.913 0.249
H -1.341 4.049 1.439
C 1.607 5.162 4.429
O 0.568 4.219 4.231
C 0.750 2.891 4.709
C 1.966 2.191 4.142
N 1.858 1.998 2.730
C 3.153 2.015 2.066
C 4.015 0.794 2.301
O 3.926 -0.087 1.163
C 4.539 -1.339 1.405
H 1.365 6.064 3.879
H 2.586 4.787 4.124
H 1.652 5.375 5.509
H -0.177 2.398 4.461
H 0.880 2.912 5.804
H 2.095 1.295 4.762
H 2.848 2.807 4.383
H 1.288 2.729 2.317
H 3.669 2.962 2.332
H 3.075 2.174 0.985
H 3.858 0.290 3.257
H 5.047 1.193 2.246
H 5.608 -1.241 1.630
H 4.393 -1.957 0.517
H 4.061 -1.908 2.220
C 3.560 -3.032 -2.133
O 3.259 -3.762 -3.266
C 4.406 -4.367 -3.839
C 4.680 -3.808 -5.218
N 4.925 -2.379 -5.193
C 4.828 -1.766 -6.523
C 4.915 -0.287 -6.440
O 3.732 0.269 -5.944
C 3.718 1.651 -6.088
H 3.921 -3.653 -1.300
H 2.658 -2.611 -1.691
H 4.254 -2.225 -2.372
H 4.221 -5.445 -3.930
H 5.326 -4.272 -3.249
H 3.869 -4.135 -5.906
H 5.555 -4.232 -5.736
H 4.282 -1.919 -4.556
H 3.907 -2.146 -7.001
H 5.627 -2.209 -7.128
H 5.011 0.040 -7.492
H 5.801 0.064 -5.900
H 4.508 2.111 -5.477
H 2.780 2.070 -5.718
H 3.781 1.967 -7.137
C 0.375 -1.799 0.040
O -0.416 -0.632 0.099
H -0.289 -2.565 0.451
H 0.694 -2.180 -0.940
H 1.277 -1.708 0.647
H 0.143 0.155 0.115
*
```

***

Entry 3:
This record from the Open Molecules 2025 dataset describes a 3-piece molecular cluster, C24H33Br2F16N5O7P overall in a non-equilibrium geometry. The level of theory is ωB97M-V/def2-TZVPD.

The max |F| is 2.3 eV Å⁻¹. The calculation puts the HOMO energy at -0.43965 hartree. The calculated total energy is -240053.4809 eV.

```
! wB97M-V def2-TZVPD RIJCOSX def2/J DEFGRID3
* xyz 1 1
C -0.393 -4.121 -5.541
C -0.039 -4.645 -4.167
C -0.221 -3.613 -3.092
O -0.934 -2.634 -3.171
O 0.511 -3.856 -1.938
C 1.664 -3.018 -1.870
C 1.318 -1.773 -1.059
C 2.416 -1.170 -0.234
C 3.402 -2.047 0.513
P 2.809 -3.267 1.772
N 3.046 -2.867 3.234
O 3.545 -4.629 1.402
O 1.268 -3.540 1.541
N 4.334 -0.980 0.945
C 5.521 -1.295 1.667
Br 6.535 -2.785 1.115
C 5.921 -0.569 2.711
C 7.132 -0.819 3.531
Br 4.884 0.918 3.262
C 4.461 -0.164 -0.136
N 5.586 0.514 -0.398
N 3.353 -0.201 -0.845
N 3.309 0.118 -2.208
C 3.554 1.529 -2.574
C 3.978 -0.862 -2.972
C 3.657 -0.853 -4.429
O 4.718 -1.686 -2.467
H 0.426 -3.576 -5.987
H -0.591 -4.960 -6.195
H -1.286 -3.517 -5.537
H 1.007 -4.927 -4.151
H -0.639 -5.501 -3.893
H 1.917 -2.720 -2.883
H 2.517 -3.575 -1.500
H 0.873 -1.002 -1.670
H 0.555 -2.057 -0.351
H 1.923 -0.579 0.539
H 3.997 -2.617 -0.207
H 3.480 -1.954 3.308
H 3.799 -4.690 0.473
H 1.056 -3.894 0.663
H 7.374 0.077 4.083
H 7.977 -1.060 2.904
H 6.936 -1.592 4.261
H 5.663 1.513 -0.425
H 6.418 -0.018 -0.595
H 2.619 1.996 -2.856
H 4.186 1.574 -3.445
H 3.964 2.100 -1.762
H 2.934 -0.091 -4.689
H 3.238 -1.811 -4.694
H 4.554 -0.715 -5.018
C -1.919 -0.854 -0.634
C -3.173 -1.424 0.061
C -4.500 -0.671 -0.088
F -4.433 0.553 0.462
F -5.467 -1.359 0.553
F -2.903 -1.641 1.365
F -3.383 -2.642 -0.511
O -0.958 -0.134 0.153
C -0.982 1.226 0.368
C -1.098 1.577 1.856
F -2.235 1.098 2.377
F -1.104 2.924 1.981
F -1.903 1.854 -0.375
F 0.228 1.695 -0.042
H -1.361 -1.734 -0.942
H -2.164 -0.335 -1.559
H -4.782 -0.581 -1.141
H -0.252 1.164 2.411
C -6.669 4.876 4.086
C -6.548 6.381 3.769
C -7.648 7.052 2.938
F -7.721 6.549 1.694
F -7.363 8.370 2.828
F -5.338 6.634 3.225
F -6.584 7.015 4.974
O -5.903 3.945 3.327
C -6.352 3.347 2.171
C -5.452 3.682 0.979
F -5.423 5.007 0.746
F -5.936 3.076 -0.132
F -7.645 3.617 1.920
F -6.260 2.013 2.356
H -6.244 4.786 5.085
H -7.709 4.564 4.180
H -8.620 6.948 3.428
H -4.433 3.336 1.163
*
```

***

Which of these has the highest calculated total energy? C10H15N2O2